Record 1
Density functional theory data (ωB97M-V/def2-TZVPD) for C23H28Cl58NO6S3 as an isolated structure.

```
119
C23H28Cl58NO6S3, DFT ωB97M-V/def2-TZVPD
O 0.50957 2.37614 -2.62385
S -0.50490 1.45704 -1.84051
O -1.89304 2.18042 -1.97615
N -0.01587 1.41332 -0.16333
S -0.77163 0.10562 0.71406
O -1.82585 0.64366 1.73905
O -1.43938 -0.97662 -0.16772
C 0.61443 -0.69081 1.75747
C 1.50284 0.49822 2.48579
C 3.09731 0.43254 2.03078
C 3.52632 1.74791 1.15145
S 3.99641 1.39910 -0.62751
O 5.53663 1.42864 -0.79363
O 3.41833 2.55536 -1.51262
Cl 3.27342 -0.39934 -1.40084
H -0.48311 0.21713 -2.49896
H 0.10476 -1.31810 2.61800
H 1.26923 -1.41423 1.07977
H 1.40577 0.32517 3.64895
H 1.09864 1.58974 2.25608
H 3.36614 -0.58481 1.49293
H 3.75452 0.44402 3.02345
H 4.45326 2.25635 1.70453
H 2.68098 2.57477 1.12561
C -3.98437 -2.85323 -1.12610
Cl -5.67687 -2.49838 -0.74005
Cl -3.46575 -4.34989 -0.33199
Cl -3.75725 -2.96849 -2.87963
H -3.36650 -2.03291 -0.75200
C -0.65061 -0.96830 5.83292
Cl 0.98440 -0.28686 5.87647
Cl -1.70803 0.01673 4.80767
Cl -0.61115 -2.64375 5.25757
H -1.05331 -0.96250 6.84902
C 0.48094 -2.54730 -3.86547
Cl -1.09604 -2.78643 -3.09379
Cl 0.96212 -0.84401 -3.78277
Cl 1.70710 -3.57761 -3.10737
H 0.39593 -2.83045 -4.91773
C 5.88589 4.78692 -3.10038
Cl 6.28369 4.57352 -4.81379
Cl 7.33092 5.23306 -2.17711
Cl 4.61954 6.01057 -2.90349
H 5.50964 3.83656 -2.71322
C -2.46170 -0.88936 -6.85305
Cl -1.52342 -2.32178 -6.39772
Cl -3.87348 -0.70908 -5.79760
Cl -1.44897 0.56330 -6.79083
H -2.81359 -1.02015 -7.87956
C -4.29089 -4.58580 3.62769
Cl -3.35261 -6.01822 4.08302
Cl -5.70267 -4.40552 4.68313
Cl -3.27815 -3.13314 3.68990
H -4.64277 -4.71659 2.60118
C 2.49216 0.00597 -8.75429
Cl 1.98567 -0.27025 -7.07896
Cl 2.39941 -1.49702 -9.68810
Cl 1.49875 1.26683 -9.50467
H 3.53147 0.34427 -8.74854
C 2.39274 8.85613 -1.94043
Cl 2.57426 10.18297 -3.10063
Cl 2.59853 9.44681 -0.28262
Cl 0.81381 8.07484 -2.13092
H 3.17032 8.11461 -2.14084
C -3.03568 3.41838 -8.66679
Cl -4.08230 1.99289 -8.77680
Cl -1.33289 2.93517 -8.58558
Cl -3.31049 4.49965 -10.04340
H -3.28453 3.95839 -7.74967
C 2.42732 3.38172 5.11724
Cl 3.72769 3.37665 3.91368
Cl 0.88840 2.91644 4.37238
Cl 2.82038 2.29727 6.46231
H 2.32649 4.39631 5.51104
C 6.07313 4.74050 -9.19957
Cl 6.44921 4.37591 -7.50689
Cl 5.16277 3.41014 -9.93508
Cl 5.16601 6.25766 -9.32243
H 7.01372 4.85658 -9.74406
C 1.85828 7.87272 4.91409
Cl 1.19543 6.27734 4.52048
Cl 0.80048 8.72189 6.05407
Cl 3.49382 7.72016 5.57850
H 1.91387 8.45925 3.99347
C 2.37915 -4.69843 3.66245
Cl 2.56068 -3.37159 2.50225
Cl 2.58494 -4.10775 5.32026
Cl 0.80022 -5.47972 3.47196
H 3.15673 -5.43995 3.46204
C 6.44422 10.54919 0.26999
Cl 5.93773 10.27297 1.94532
Cl 6.35147 9.04620 -0.66382
Cl 5.45081 11.81006 -0.48039
H 7.48353 10.88749 0.27574
C -8.63504 -5.59146 1.72428
Cl -7.09866 -5.30388 0.88978
Cl -9.56804 -6.84851 0.89427
Cl -8.35028 -6.04181 3.41420
H -9.21462 -4.66493 1.70775
C -1.23834 -0.52821 10.22897
Cl -1.05004 -1.86744 9.08417
Cl -0.53306 0.95757 9.56972
Cl -2.94822 -0.28317 10.62391
H -0.70568 -0.78375 11.14855
C -6.05628 -7.45061 -2.28684
Cl -5.11800 -8.88303 -1.83151
Cl -7.46806 -7.27033 -1.23139
Cl -5.04354 -5.99795 -2.22462
H -6.40817 -7.58140 -3.31335
C 1.19643 -5.60464 9.01300
Cl 2.83144 -4.92320 9.05655
Cl 0.13901 -4.61960 7.98775
Cl 1.23589 -7.28009 8.43765
H 0.79373 -5.59884 10.02910
C -8.23233 -11.36911 -1.34587
Cl -8.73882 -11.64533 0.32945
Cl -8.32508 -12.87210 -2.27968
Cl -9.22574 -10.10824 -2.09625
H -7.19302 -11.03081 -1.34013
```

## Properties
- Net charge: -1
- Frontier orbital gap: 7.248 eV
- HOMO energy: -0.2202 Eh
- DFT total energy: -29284.78907 hartree
- Relative energy (zero: lowest compared OMol25 entry of this formula, charge and spin): 134.6 kcal/mol

***

Record 2
Density functional theory data (ωB97M-V/def2-TZVPD) for C23H28ClIrN4O2Si as an isolated structure.

```
60
C23H28ClIrN4O2Si, DFT ωB97M-V/def2-TZVPD
Ir 0.05387 1.10501 -0.65160
O 4.07859 -0.50541 1.16116
C 3.54740 -1.08172 2.25113
C 4.40055 -1.81170 3.08055
C 3.91422 -2.42119 4.21680
C 2.56672 -2.32055 4.56005
C 1.71056 -1.61987 3.73940
C 2.17589 -1.00449 2.57029
C 1.22756 -0.35153 1.65140
O 1.69093 0.30464 0.64585
N -0.06311 -0.54163 1.88519
N -0.82167 -0.00704 0.92614
C -2.07177 -0.25838 0.86648
C -2.79038 0.28314 -0.25771
C -4.13376 0.00296 -0.49176
C -4.76295 0.52790 -1.60203
C -4.03991 1.33891 -2.46563
C -2.71102 1.57787 -2.17584
N -2.09659 1.06804 -1.10749
H 3.35035 -0.04888 0.68930
H 5.44473 -1.87838 2.80533
H 4.58985 -2.98856 4.84471
H 2.19436 -2.78753 5.46165
H 0.65718 -1.53854 3.96535
H -2.54240 -0.89332 1.61083
H -4.65490 -0.63920 0.20562
H -5.79981 0.29783 -1.80905
H -4.50052 1.78864 -3.33278
H -2.10069 2.20829 -2.81151
C -1.07523 -4.91362 -3.31070
C -0.70138 -3.55499 -2.79247
C -0.10835 -3.39556 -1.54459
C 0.23239 -2.12817 -1.10672
N 0.02517 -1.02641 -1.82993
C -0.52869 -1.17680 -3.03434
C -0.90261 -2.40446 -3.54740
H -1.25013 -5.60908 -2.49135
H -0.26258 -5.31336 -3.92065
H -1.96791 -4.86596 -3.93321
H 0.08088 -4.25105 -0.90888
H 0.69194 -1.99931 -0.13578
H -0.67482 -0.26754 -3.60799
H -1.35606 -2.46666 -4.52865
Cl 0.63257 2.90144 -3.26036
C 1.45781 1.84262 -2.01496
H 2.26941 2.44967 -1.62361
H 1.86605 1.00630 -2.58376
C 0.01144 2.62233 2.59650
Si 0.19749 3.00960 0.75372
C -1.16158 4.25189 0.31848
C 1.84109 3.92789 0.62463
H 0.03917 3.54775 3.17711
H 0.82897 1.98701 2.94556
H -0.92426 2.10591 2.82252
H -1.09868 5.11966 0.98273
H -2.16075 3.82023 0.42158
H -1.04952 4.60776 -0.70847
H 1.88934 4.71466 1.38221
H 1.96013 4.40143 -0.35276
H 2.68544 3.25149 0.77972
```

## Properties
- Frontier orbital gap: 6.884 eV
- HOMO energy: -0.2829 Eh
- DFT total energy: -2116.80801 hartree
- Relative energy (zero: lowest compared OMol25 entry of this formula, charge and spin): 18.9 kcal/mol

***

Record 3
Density functional theory data (ωB97M-V/def2-TZVPD) for C23H28ClN5O3Sn as an isolated structure.

```
61
C23H28ClN5O3Sn, DFT ωB97M-V/def2-TZVPD
Sn 2.75743 1.81171 -2.42121
O 5.14188 2.77470 -4.98426
O 4.68237 3.62465 -5.75694
C -4.55192 1.10800 1.11284
C -3.32692 1.98664 0.87066
C -2.88778 1.80092 -0.62016
C -3.80745 3.43105 1.08870
C -2.21942 1.69728 1.96329
O -2.79721 2.08929 3.23551
C -1.78340 0.23666 2.03139
C -1.25430 -0.58695 0.81459
C -0.51909 -1.87246 1.19521
C -1.14588 -2.92597 1.88965
C -0.41964 -4.08697 2.19162
C 0.90165 -4.24392 1.76655
Cl 1.72206 -5.67854 2.10119
C 1.55788 -3.20458 1.09873
C 0.84875 -2.01374 0.85625
C -0.99497 2.66180 1.93197
N -0.13082 2.86900 0.76580
C 0.95767 2.25418 0.35008
N 1.55437 2.94301 -0.64614
C 0.71440 3.99986 -0.84972
N -0.28446 4.00208 -0.00395
H -5.35739 1.44008 0.42154
H -4.92157 1.25143 2.12881
H -4.40688 0.03772 0.92918
H -3.73959 2.15666 -1.26159
H -2.67747 0.73672 -0.84901
H -2.02765 2.42810 -0.88078
H -4.67016 3.64003 0.43059
H -3.06326 4.20767 0.84220
H -4.13349 3.56445 2.14062
H -3.11874 1.31862 3.73725
H -2.66309 -0.30338 2.42609
H -1.04349 0.17330 2.84473
H -0.57033 -0.00558 0.18815
H -2.10849 -0.85016 0.17566
H -2.18521 -2.86042 2.22521
H -0.90517 -4.91888 2.68338
H 2.57229 -3.34755 0.81007
H 1.35414 -1.14899 0.42185
H -0.34874 2.42703 2.79886
H -1.40799 3.65526 2.11161
H 1.38436 1.41450 0.85048
H 0.85065 4.80026 -1.56646
N 4.86916 -1.89989 -1.07786
C 4.75628 -0.57094 -1.11965
N 3.65542 -0.18508 -1.74998
C 3.02180 -1.36292 -2.24482
C 1.87171 -1.56339 -3.05288
C 1.57076 -2.87511 -3.42621
C 2.38402 -3.96321 -3.03310
C 3.45920 -3.80009 -2.19151
C 3.78208 -2.47336 -1.78700
H 5.61365 -2.43363 -0.62209
H 5.45085 0.10657 -0.65195
H 1.24618 -0.72904 -3.36882
H 0.68248 -3.15010 -3.97382
H 2.09832 -4.93918 -3.41271
H 4.01016 -4.65523 -1.87769
```

## Properties
- Net charge: +2
- Frontier orbital gap (spin up / spin down): 4.333 / 4.311 eV
- HOMO energy (spin up / spin down): -0.4906 / -0.4906 Eh
- DFT total energy: -2066.50842 hartree
- Relative energy (zero: lowest compared OMol25 entry of this formula, charge and spin): 0.0 kcal/mol

***

Record 4
Density functional theory data (ωB97M-V/def2-TZVPD) for C23H28F3N4O8STm as an isolated structure.

```
68
C23H28F3N4O8STm, DFT ωB97M-V/def2-TZVPD
Tm 0.00440 -0.62523 0.05473
C 2.88394 2.25633 -1.95452
C 1.52082 1.88890 -1.40836
O 1.47435 0.94235 -0.55394
C 0.40349 2.53875 -1.90524
C -0.92571 2.20620 -1.53030
C -2.05771 2.57468 -2.44004
N -1.15829 1.56958 -0.40266
N -2.51361 1.30991 -0.13282
C -2.70430 0.31867 0.68111
O -1.75433 -0.40849 1.21590
C -4.12027 0.01441 1.02693
C -5.16696 0.46497 0.22725
C -6.47359 0.12036 0.53110
C -6.74768 -0.67491 1.63533
C -5.71001 -1.11757 2.44303
C -4.40303 -0.77516 2.13777
H 3.65163 1.76446 -1.35949
H 3.03616 3.33472 -1.91810
H 2.98058 1.94089 -2.99500
H 0.53459 3.24187 -2.71591
H -1.73095 3.28331 -3.19772
H -2.88661 2.97546 -1.85997
H -2.41427 1.66378 -2.92583
H -4.93969 1.07011 -0.63970
H -7.28165 0.46459 -0.10183
H -7.76826 -0.95670 1.86264
H -5.91494 -1.74207 3.30320
H -3.58052 -1.13162 2.74374
O 1.23701 -1.39314 -2.10446
C 2.01924 -2.59575 -2.19334
C 3.46111 -2.36950 -1.75703
C 3.54394 -1.74218 -0.35835
C 2.88714 -2.59613 0.69172
C 3.55866 -3.67653 1.25548
C 2.94302 -4.41325 2.24982
C 1.66947 -4.04906 2.66052
C 1.06136 -2.97893 2.03716
N 1.64464 -2.27185 1.06403
H 1.54692 -0.78194 -2.77700
H 1.97657 -2.99013 -3.21049
H 1.52801 -3.30939 -1.53667
H 3.96715 -1.71432 -2.47247
H 3.97249 -3.33565 -1.77724
H 3.05522 -0.76928 -0.36217
H 4.59117 -1.59302 -0.09162
H 4.55958 -3.91812 0.92275
H 3.45392 -5.24965 2.70907
H 1.15970 -4.58205 3.45038
H 0.06426 -2.66281 2.32495
N -0.58706 2.29022 2.39053
C 0.86310 2.45646 2.57939
C 1.58869 1.08599 2.32178
O 2.79560 1.06936 2.44153
O 0.78470 0.11106 2.08419
H -1.17590 2.93224 2.90677
H -0.78201 1.30250 2.63686
H -0.83697 2.26335 1.34009
H 1.07446 2.76040 3.60238
H 1.27750 3.19920 1.90233
F -3.10246 -2.81794 0.32135
C -3.06224 -2.91984 -1.00614
F -4.03702 -2.19307 -1.53890
F -3.27134 -4.19571 -1.32601
S -1.38333 -2.38241 -1.60438
O -0.54005 -2.78322 -0.47440
O -1.18110 -3.08014 -2.83062
O -1.44356 -0.92330 -1.67804
```

## Properties
- Frontier orbital gap (spin up / spin down): 7.524 / 7.526 eV
- HOMO energy (spin up / spin down): -0.2713 / -0.2714 Eh
- Multiplicity: 3
- DFT total energy: -3497.41259 hartree
- Relative energy (zero: lowest compared OMol25 entry of this formula, charge and spin): 4.4 kcal/mol
- <S²>: 2.002

***

- The highest relative energy (zero: lowest compared OMol25 entry of this formula, charge and spin) belongs to which entry?
  C23H28Cl58NO6S3